(1)
Here is one molecule with the formula C2H3NS2 from the Open Molecules 2025 dataset. Energies are from ωB97M-V/def2-TZVPD.

The calculation puts the relative energy (zero: lowest compared OMol25 entry of this formula, charge and spin) at 254.6 kJ/mol. The LUMO energy is -0.965 eV. For the HOMO energy, the calculation gives -8.644 eV. The total charge is 0. As for the HOMO-LUMO gap: 7.7 eV. As for the maximum force: 7.99 eV Å⁻¹. As for the SMILES: C=NSC=S.

```
8
Properties=species:S:1:pos:R:3:forces:R:3
H 0.89441 -2.59912 -1.21313 -1.14 1.92 1.62
C -1.09197 1.46656 0.72433 -4.00 0.77 2.50
C 1.00029 -1.58097 -0.64778 0.02 2.78 -0.64
S 0.21569 0.89275 -0.10317 2.85 2.70 -0.10
H -1.91843 0.73802 1.20576 2.14 1.27 -1.43
H 2.16785 -1.39748 -0.61957 -2.28 0.37 0.28
S -1.31793 3.11411 1.04443 0.61 -2.19 -0.59
N 0.05010 -0.63387 -0.39087 1.81 -7.61 -1.62
```
Forces are in eV/Å.

Atom charges from the Mulliken analysis, given in e for atoms 1 to 2: number 1, H, carries 0.237; number 2, C, carries -0.180


(2)
Here is one molecule with the formula C3H6N2O from the Open Molecules 2025 dataset. Energies are from ωB97M-V/def2-TZVPD.

The calculation puts the relative energy (zero: lowest compared OMol25 entry of this formula, charge and spin) at 142.3 kJ/mol. The LUMO energy is 0.563 eV. For the HOMO energy, the calculation gives -10.616 eV. The total charge is 0. As for the HOMO-LUMO gap: 11.2 eV. As for the maximum force: 1.10 eV Å⁻¹. As for the SMILES: N#C[C@H](O)CN.

```
12
Properties=species:S:1:pos:R:3:forces:R:3
H -2.07807 -0.14361 1.02307 0.12 -0.05 -0.01
C -0.58621 0.23738 -0.36179 0.01 0.04 -0.13
C 1.77915 0.39935 -1.02179 0.57 -0.05 -0.82
H -0.54014 -0.24240 -1.34238 0.00 0.06 0.14
N -1.30163 -0.61588 0.57788 -0.26 -0.01 -0.03
H -1.65655 -1.44942 0.12665 0.04 0.10 0.11
N 2.41029 0.32055 -1.98762 -0.56 0.12 0.94
H -1.07886 1.20540 -0.49476 0.08 -0.15 0.01
H 0.96412 1.49915 0.56053 -0.01 -0.16 -0.06
H 0.40186 -0.85766 1.38936 0.14 0.02 -0.01
O 1.25433 -0.46238 1.10616 -0.13 -0.13 0.08
C 0.88010 0.48102 0.15076 -0.02 0.22 -0.22
```
Forces are in eV/Å.

Atom charges from the Mulliken analysis, given in e for atoms 1 to 2: number 1, H, carries 0.202; number 2, C, carries -0.457


(3)
Here is C6H12CuO10 as an isolated structure from the Open Molecules 2025 dataset. Energies are from ωB97M-V/def2-TZVPD.

The calculation puts the relative energy (zero: lowest compared OMol25 entry of this formula, charge and spin) at 53.8 kJ/mol. The LUMO energy is 5.830 eV. For the HOMO energy, the calculation gives 4.040 eV. The total charge is -3. As for the HOMO-LUMO gap: 1.8 eV. As for the maximum force: 2.23 eV Å⁻¹.

```
29
Properties=species:S:1:pos:R:3:forces:R:3
O 0.86091 0.50652 1.39557 -0.24 1.24 -0.06
Cu 0.65132 -0.71393 -0.71412 1.40 -0.71 -1.58
C 1.38051 1.70326 0.81686 0.10 -0.50 1.81
C 3.46051 -1.47672 0.37949 1.47 -0.05 0.22
O 0.29486 -0.23487 -5.15572 -0.09 -0.26 0.23
H -0.71128 -1.59155 1.40614 0.13 0.45 0.03
H -0.89075 1.64011 -1.26968 0.11 -0.30 -0.39
O 2.17042 -1.46659 0.76118 -0.73 0.37 -0.19
O 3.79488 -0.97538 -0.73410 -0.40 -0.06 0.65
C 0.28439 2.40763 0.06211 1.17 0.85 0.05
H -1.86378 0.66600 1.81240 0.08 -0.20 -0.65
H 1.73252 2.29939 1.68336 -0.26 0.57 -0.28
H 2.30117 1.53133 0.25173 -0.36 -0.32 -0.58
C 0.42555 -1.10702 -4.20197 0.14 -0.22 0.28
O -3.72663 -0.08253 1.19633 0.05 -0.29 -0.24
O -1.63465 -1.14616 -0.37236 -0.33 0.41 0.80
H -4.21797 0.53583 1.73953 0.12 0.11 0.02
O 0.72210 -0.67218 -2.98842 -0.60 0.12 0.46
H -2.54372 -0.49191 2.84945 0.10 -0.65 -0.21
O 4.31556 -1.98016 1.21856 -0.68 0.20 -0.34
H 1.60900 -0.17441 1.38272 0.08 -1.12 -0.50
C -1.70919 -1.36780 1.03222 -0.52 -1.27 -0.12
O 0.30682 -2.37729 -4.41650 -0.16 0.51 -0.04
H 0.63556 3.44117 -0.12209 -0.01 -0.06 -0.23
H -2.40619 -0.59878 -0.57088 0.12 -0.13 -0.46
H -0.57392 2.54984 0.73150 -0.29 -0.52 -0.21
O 0.05826 1.74228 -1.16087 -0.57 0.39 0.56
C -2.41864 -0.28425 1.77456 0.10 1.43 1.10
H -2.30761 -2.28185 1.21302 0.07 0.02 -0.14
```
Forces are in eV/Å.

Atom charges from the Mulliken analysis, given in e for atoms 1 to 2: number 1, O, carries -0.437; number 2, Cu, carries 0.698


(4)
Here is a 15-piece molecular cluster, H30O15 overall from the Open Molecules 2025 dataset. Energies are from ωB97M-V/def2-TZVPD.

The calculation puts the relative energy (zero: lowest compared OMol25 entry of this formula, charge and spin) at 511.3 kJ/mol. The LUMO energy is -0.438 eV. For the HOMO energy, the calculation gives -10.109 eV. The total charge is 0. As for the HOMO-LUMO gap: 9.7 eV. As for the maximum force: 2.68 eV Å⁻¹.

```
45
Properties=species:S:1:pos:R:3:forces:R:3
O -0.83456 -0.87315 2.63081 0.05 -0.34 0.02
H -0.64518 0.77163 -3.62912 -0.42 0.50 -0.22
H -3.12146 4.38181 0.87329 0.17 0.20 0.03
H 2.23535 -1.58763 -1.88374 0.06 0.08 0.03
H -0.78966 0.17962 0.50635 0.01 0.23 0.42
H 2.89605 -0.68925 3.71988 0.03 -0.06 0.01
H 0.72052 4.98979 -1.91460 -0.06 0.11 0.05
H 2.91020 -0.95523 5.21624 0.06 -0.04 -0.06
H 1.48097 -0.28286 -2.08008 0.27 -0.24 -0.08
H -1.77246 -5.38566 2.44665 -0.06 0.01 -0.13
O -2.39169 3.90630 1.28597 -0.09 0.39 0.00
O -0.84113 1.66545 -3.93190 0.53 0.94 -2.45
O 3.27167 -1.27885 4.38341 -0.13 0.10 0.04
H -1.62654 4.13798 0.74759 0.04 -0.01 -0.04
H 1.78549 3.39083 1.71609 -0.11 0.05 0.13
H 0.58366 3.58108 -1.36067 -0.48 0.10 0.11
O -1.76931 -2.16214 -0.45422 -0.24 -0.17 0.21
H 2.98419 3.01310 -0.48333 0.05 0.04 -0.08
O 2.94116 2.60162 -1.35386 -0.19 0.01 0.05
O 0.49022 -4.27389 -0.04283 0.47 0.38 -0.33
H -0.63079 2.22145 -3.17321 -0.42 -0.39 -0.42
H -3.86293 2.40595 1.07817 0.40 -0.21 0.08
O 0.34571 4.49668 -1.17613 0.08 -0.17 -0.02
H 0.04509 -4.11742 0.79762 -0.20 -0.31 -0.35
O -0.13711 -3.34216 -3.73729 0.07 -0.06 0.17
O 2.34479 3.73397 2.42209 0.12 -0.14 -0.24
H 0.13307 -1.02224 0.38745 0.85 0.38 -0.47
H -1.30015 -1.55463 3.12859 -0.10 0.13 0.06
O -0.01930 -0.14231 0.02481 0.67 -0.60 1.78
H -1.20322 -2.05740 0.31880 -0.51 -0.51 -0.49
O -0.97926 -5.13757 1.95852 -0.10 0.06 0.58
H -1.26642 0.65587 -1.06680 0.17 -0.09 -0.65
O 2.20333 -0.67466 -1.57641 0.01 -0.18 -0.12
H 0.63378 -3.26718 -3.16361 -0.08 -0.05 -0.04
H 2.07346 2.85335 -1.68961 0.48 -0.10 -0.10
H 0.13183 0.76049 -1.65331 -0.52 -0.01 0.51
H 0.86946 -5.15478 0.05308 -0.11 0.10 -0.01
H -0.76338 -1.23928 1.74206 -0.16 0.12 0.75
H 3.18157 3.27029 2.30471 -0.02 0.04 0.12
H -3.78904 1.59343 -0.20417 -0.06 -0.07 0.05
O -3.65304 1.52524 0.74759 -0.29 -0.35 -0.29
H -0.39174 -4.77822 2.63281 0.01 -0.19 0.23
H -0.36356 -4.27845 -3.70462 -0.02 0.07 -0.03
H -1.31703 -2.82510 -0.98800 0.06 -0.11 -0.10
O -0.79259 0.94412 -1.85508 -0.33 0.32 1.31
```
Forces are in eV/Å.

Atom charges from the Mulliken analysis, given in e for atoms 1 to 2: number 1, O, carries -0.630; number 2, H, carries 0.362


(5)
Here is C30H59F3InN2O2 as an isolated structure from the Open Molecules 2025 dataset. Energies are from ωB97M-V/def2-TZVPD.

The LUMO energy is 2.243 eV. For the HOMO energy, the calculation gives -4.509 eV. The total charge is -1. As for the HOMO-LUMO gap: 6.8 eV. As for the maximum force: 0.31 eV Å⁻¹.

```
97
Properties=species:S:1:pos:R:3:forces:R:3
H 0.52797 1.66222 1.43910 0.09 0.00 0.03
H 7.37966 4.69526 1.18418 0.00 0.00 0.00
C 0.77052 -5.10898 -1.77015 0.01 0.01 0.01
H -6.93472 -2.11865 -0.07347 0.00 0.01 0.01
F -1.06481 1.30512 -2.25444 -0.04 0.09 0.03
H 8.45172 5.73926 0.25276 0.00 -0.01 0.00
C -6.19280 0.47805 -0.03430 -0.02 -0.10 -0.07
H 4.52931 -2.06224 0.86061 0.03 0.00 0.02
H 4.62713 -0.17610 -1.70151 0.05 0.02 -0.09
H 3.36236 1.69452 0.87781 -0.07 0.03 0.04
H -8.42079 -0.48412 -1.43049 -0.03 -0.05 -0.05
H -8.48168 -3.36538 -1.28374 -0.03 0.02 0.05
C 7.86507 5.67203 1.16887 0.00 0.00 0.00
N 1.85258 -4.67323 1.51118 0.00 -0.07 0.00
H 5.59467 -3.51766 -1.60672 0.09 -0.02 0.07
H -5.54117 2.54037 0.16763 0.02 0.00 0.02
C 6.00935 6.75762 2.52825 -0.01 0.03 -0.08
H -6.70362 -0.41356 1.84904 0.04 -0.06 -0.01
C 6.30375 -1.47729 -1.32064 -0.01 -0.02 0.17
H -1.39032 -5.14255 -1.86445 0.00 0.01 0.01
C 5.25902 5.50864 2.66220 -0.02 -0.04 0.08
O 6.21791 -3.24875 0.99565 0.10 0.03 0.01
C -3.87223 1.30088 0.68424 -0.08 -0.15 -0.06
H -10.13857 -4.47053 0.23906 -0.04 -0.01 0.03
C -3.04944 2.40617 1.36379 -0.04 -0.02 -0.05
H -5.71843 1.70143 1.69354 -0.05 0.02 -0.04
C 5.55675 2.29573 -0.53698 0.01 0.03 0.01
C 1.66515 2.43394 -0.23565 0.07 -0.04 -0.12
C 6.02790 -3.84333 2.25905 0.00 0.06 0.00
N 4.68445 4.52020 2.76542 0.07 0.02 0.04
H 0.90084 -5.49894 -2.78132 0.01 0.00 0.00
H 2.89135 -5.34749 -1.35077 0.00 -0.01 0.00
H 4.30730 -3.76272 0.42622 -0.02 0.08 0.00
C 6.83658 6.79226 1.23784 -0.01 -0.01 0.00
C 3.12104 2.53572 0.21791 0.02 0.01 -0.01
F -0.98252 3.38577 -2.87029 -0.02 -0.07 -0.02
H 5.18562 -3.39371 2.79396 0.01 0.02 0.01
H 7.32983 7.76480 1.18229 0.00 0.00 0.00
H 5.84447 -4.92044 2.16513 -0.06 0.02 0.01
C 5.00085 -2.91438 0.35311 -0.04 -0.16 -0.07
C -10.58100 -2.96843 -1.60647 0.12 0.04 0.00
H 4.32469 -2.30535 -1.55783 0.02 -0.09 -0.05
H 6.65744 6.85655 3.40196 0.00 0.00 -0.01
C 1.89026 -5.10893 0.44945 -0.01 0.04 0.06
C 1.93111 -5.63311 -0.91619 0.01 0.03 -0.04
H -2.67151 2.04595 2.32474 0.03 0.05 0.01
H 6.13397 0.44271 -2.32299 0.06 -0.03 0.04
H 8.55460 5.71906 2.01479 0.00 0.00 0.00
H -9.71531 -0.91821 -0.33406 0.04 0.08 0.02
H 4.05287 3.57157 -1.41332 0.00 -0.01 -0.01
C -1.60235 2.54944 -1.96603 0.04 -0.07 -0.11
C 0.62751 2.59479 0.87447 -0.05 -0.03 -0.03
H -8.02521 0.46333 1.10171 0.07 0.01 0.09
H 6.24180 2.61254 -1.33300 -0.01 0.02 0.00
H 6.83047 0.70303 0.18893 0.03 0.06 -0.05
C -0.59126 -5.50831 -1.22056 0.00 0.00 -0.01
H 6.90939 -1.70701 -2.19831 -0.05 -0.02 -0.06
H 6.15785 6.72968 0.38532 0.01 0.00 -0.01
H 1.51989 1.46227 -0.72394 -0.02 0.05 -0.07
H 1.51721 3.17585 -1.03191 -0.04 0.03 0.05
H -11.16037 -2.37793 -2.31712 -0.01 0.08 0.06
H -8.21571 -2.10662 1.12402 -0.01 -0.02 -0.03
H -8.83575 -2.36245 -2.66428 0.02 -0.09 -0.02
C -8.78910 -1.28345 -0.78439 -0.12 0.11 -0.07
C -7.19139 -0.21866 0.89003 -0.13 0.07 0.00
H -3.71876 0.34136 1.19735 0.03 0.01 -0.03
H 0.96527 3.35467 1.58852 0.00 0.00 -0.01
H 0.84538 -4.02239 -1.83698 -0.01 0.00 0.00
H -0.68428 -6.59458 -1.15180 0.00 0.00 0.00
C -10.84047 -3.72925 0.63383 0.08 -0.02 -0.06
H 6.98995 -1.48654 -0.47004 0.08 -0.01 -0.08
H 3.24710 3.44320 0.81598 0.00 -0.09 0.07
In -1.36851 3.23905 0.19315 0.03 0.18 0.24
C 5.27801 -2.59951 -1.10517 -0.12 0.08 -0.01
H -10.65438 -4.02012 -1.91277 0.00 0.02 -0.10
C 4.11035 2.58375 -0.94546 -0.02 -0.07 -0.08
H -3.69402 3.26032 1.59771 -0.04 -0.04 -0.01
H -3.56258 1.12762 -0.35211 0.01 0.02 0.02
H -5.50764 -0.27878 -0.43540 0.01 0.03 0.03
C -9.10869 -2.53320 -1.62023 0.03 -0.11 0.07
H 6.93688 -3.68522 2.83994 -0.01 -0.05 -0.02
H 3.79804 1.87301 -1.71963 0.02 0.04 0.01
H 5.12979 0.48602 0.53819 0.09 -0.05 0.03
C -5.37626 1.57676 0.65875 0.02 0.15 0.10
H -0.74799 -5.09322 -0.22422 0.00 0.00 0.00
O -11.23140 -2.80405 -0.36075 -0.06 -0.04 0.05
H 5.29574 7.58251 2.55360 0.01 0.00 0.01
H 1.90663 -6.72378 -0.86092 0.00 0.01 0.00
H -11.72662 -4.24818 1.00665 0.02 0.00 0.02
H -6.71765 0.89020 -0.90054 0.01 -0.03 0.00
H -10.35311 -3.21597 1.46590 -0.01 0.02 -0.01
H -1.45411 5.01596 0.15835 -0.01 -0.05 -0.08
C -7.76066 -1.51607 0.32203 0.05 -0.06 -0.03
H 5.79679 2.89846 0.34589 -0.01 -0.01 0.00
C 5.69094 -0.07639 -1.46607 -0.14 0.12 0.00
C 5.82837 0.82252 -0.23498 -0.10 -0.07 0.08
F -2.89422 2.45362 -2.44776 0.03 0.03 0.02
```
Forces are in eV/Å.

Atom charges from the Mulliken analysis, given in e for atoms 1 to 2: number 1, H, carries 0.335; number 2, H, carries 0.181


(6)
Here is one molecule with the formula C3H9NO from the Open Molecules 2025 dataset. Energies are from ωB97M-V/def2-TZVPD.

The calculation puts the relative energy (zero: lowest compared OMol25 entry of this formula, charge and spin) at 264.9 kJ/mol. The LUMO energy is 1.052 eV. For the HOMO energy, the calculation gives -8.586 eV. The total charge is 0. As for the HOMO-LUMO gap: 9.6 eV. As for the maximum force: 3.42 eV Å⁻¹. As for the SMILES: CNCOC.

```
14
Properties=species:S:1:pos:R:3:forces:R:3
C -1.95028 0.58090 -0.23931 -2.04 0.21 -1.75
C 1.58279 -1.49802 0.27085 -0.04 1.77 1.65
H -1.83062 0.11948 0.70045 -0.56 -1.71 0.77
H 1.53039 -2.40087 0.81999 -0.06 -1.21 0.18
H -2.98692 1.12674 -0.13762 2.36 -0.21 -0.55
C 0.48757 0.52845 -0.14574 -1.62 -0.59 2.95
H 1.12108 0.44169 -0.98093 0.66 -0.04 -1.23
H 2.30093 -0.85329 0.88623 -0.61 -0.62 -0.99
H 1.96084 -1.63280 -0.73579 -0.06 -0.01 -0.26
N -0.72796 1.33181 -0.39838 0.79 1.15 -0.32
H 0.98815 1.00910 0.71979 0.29 -0.23 -0.66
O 0.26620 -0.92690 0.34963 0.97 2.50 -1.51
H -0.70051 2.26385 0.07119 -0.02 -1.59 -0.29
H -2.04164 -0.09013 -1.18036 -0.06 0.58 2.01
```
Forces are in eV/Å.

Atom charges from the Mulliken analysis, given in e for atoms 1 to 2: number 1, C, carries -0.715; number 2, C, carries -0.701